C5H5FS in the gas phase. Source: the OMol25 dataset; level of theory: ωB97M-V with the def2-TZVPD basis set.

Total charge = 0
E = -691.42887 Ha
Orbital gap = 8.43 eV
HOMO = -8.958 eV

The geometry in XYZ format:
```
12
Properties=species:S:1:pos:R:3:lowdin_charge:R:1
C -2.800 -1.141 0.072 0.150
C -1.814 -0.483 -0.182 -0.169
C -0.629 0.165 -0.396 -0.483
C 0.432 -0.590 0.343 -0.597
S 1.992 -1.030 -0.060 0.671
C -0.595 1.510 0.123 -0.192
F 0.735 2.030 0.027 -0.082
H -3.518 -2.004 0.305 0.082
H -0.333 0.302 -1.510 0.195
H 0.016 -0.797 1.411 0.110
H -0.860 1.782 1.219 0.162
H -1.349 2.156 -0.467 0.153
```

***

A 3-piece molecular cluster, C7H14 overall. Source: the OMol25 dataset; level of theory: ωB97M-V with the def2-TZVPD basis set.

Total charge = 0
E = -274.83466 Ha
Orbital gap (spin up / spin down) = 6.06 / 9.84 eV
HOMO (spin up / spin down) = -6.886 / -8.861 eV

The geometry in XYZ format:
```
21
Properties=species:S:1:pos:R:3:lowdin_charge:R:1
C -1.608 1.554 0.181 -0.152
C -1.623 0.116 0.407 -0.250
C -2.457 -0.798 -0.410 -0.131
C 0.641 -1.514 0.258 0.039
C 1.460 -0.432 0.189 -0.388
C 2.911 -0.178 0.229 -0.125
C 2.021 0.436 -0.857 -0.141
H -0.561 1.842 -0.172 0.061
H -2.385 1.890 -0.520 0.078
H -1.664 2.131 1.106 0.064
H -1.106 -0.243 1.285 0.069
H -3.424 -0.969 0.085 0.078
H -2.661 -0.378 -1.402 0.079
H -1.987 -1.775 -0.529 0.047
H 0.787 -2.272 1.032 0.077
H -0.056 -1.770 -0.530 0.049
H 0.946 1.332 1.347 0.186
H 3.335 0.471 0.984 0.084
H 3.539 -1.018 -0.073 0.103
H 2.085 0.091 -1.887 0.103
H 1.806 1.486 -0.722 0.069
```

***

C3H5NOS in the gas phase. Source: the OMol25 dataset; level of theory: ωB97M-V with the def2-TZVPD basis set.

Total charge = 0
E = -645.35690 Ha
Orbital gap = 9.83 eV
HOMO = -9.299 eV

The geometry in XYZ format:
```
11
Properties=species:S:1:pos:R:3:lowdin_charge:R:1
O -4.187 -0.625 -0.172 0.042
N -3.083 -0.304 0.047 -0.142
C -1.946 -0.243 0.258 -0.007
C -0.657 0.386 0.496 -0.276
C 0.295 -0.053 -0.593 -0.564
S 1.510 -1.237 0.134 0.654
H -0.627 1.447 0.804 0.122
H -0.302 0.040 1.584 0.134
H -0.307 -0.478 -1.448 0.091
H 1.009 0.656 -1.063 0.067
H 2.658 -1.162 -0.671 -0.122
```

***

C6H9N as an isolated structure. Source: the OMol25 dataset; level of theory: ωB97M-V with the def2-TZVPD basis set.

Total charge = 0
E = -288.66620 Ha
Orbital gap = 8.87 eV
HOMO = -8.068 eV

The geometry in XYZ format:
```
16
Properties=species:S:1:pos:R:3:lowdin_charge:R:1
C 1.550 -1.119 0.191 -0.013
C 0.411 -0.279 -0.298 -0.281
C -0.642 0.258 0.405 -0.302
C -0.842 0.128 1.887 -0.074
C -1.570 0.930 -0.480 -0.025
C -0.867 0.853 -1.734 -0.244
N 0.288 0.071 -1.614 0.059
H 1.770 -0.879 1.235 0.077
H 2.464 -0.967 -0.392 0.078
H 1.298 -2.184 0.148 0.089
H -1.605 0.842 2.204 0.070
H 0.078 0.339 2.447 0.069
H -1.183 -0.873 2.181 0.076
H -0.838 1.931 -1.163 0.155
H -1.282 1.060 -2.716 0.119
H 0.980 -0.116 -2.323 0.148
```

***

C28H37HfIO3PTe as an isolated structure. Source: the OMol25 dataset; level of theory: ωB97M-V with the def2-TZVPD basis set.

Total charge = +3
E = -2269.01073 Ha
Orbital gap = 6.92 eV
HOMO = -16.454 eV

The geometry in XYZ format:
```
72
Properties=species:S:1:pos:R:3:lowdin_charge:R:1
Hf -1.061 0.131 1.490 1.378
C -2.047 2.730 -0.322 -0.040
O -2.266 1.810 0.798 -0.405
C -3.037 2.402 1.896 -0.108
C -2.050 2.924 2.901 -0.088
O -1.055 1.876 3.005 -0.350
C -0.451 1.649 4.294 -0.105
C 0.831 0.940 3.989 -0.119
O 0.547 -0.083 2.988 -0.477
C 1.529 -1.175 3.055 -0.069
H -3.021 3.085 -0.648 0.122
H -1.419 3.556 0.009 0.091
H -1.579 2.162 -1.120 0.070
H -3.708 3.172 1.519 0.161
H -3.635 1.596 2.309 0.121
H -1.537 3.834 2.589 0.153
H -2.543 3.103 3.858 0.164
H -0.254 2.598 4.793 0.165
H -1.128 1.054 4.910 0.146
H 1.592 1.608 3.583 0.133
H 1.227 0.462 4.884 0.161
H 1.343 -1.750 3.957 0.095
H 1.409 -1.794 2.170 0.066
H 2.521 -0.730 3.075 0.110
C -3.064 -2.813 -0.322 -0.223
P -1.688 -1.650 -0.445 0.856
C -0.165 -2.570 -0.650 -0.415
C -0.153 -3.943 -0.885 -0.050
C 1.060 -4.606 -1.029 -0.020
C 2.257 -3.908 -0.945 -0.020
C 2.257 -2.536 -0.717 -0.040
C 1.045 -1.877 -0.565 -0.148
C -1.983 -0.690 -1.945 -0.388
C -1.206 -0.885 -3.091 -0.073
C -1.519 -0.206 -4.259 -0.036
C -2.610 0.655 -4.296 -0.028
C -3.395 0.844 -3.165 -0.051
C -3.078 0.178 -1.990 -0.131
H -3.185 -3.273 -1.304 0.080
H -3.980 -2.277 -0.078 0.063
H -2.880 -3.576 0.431 0.027
H -1.076 -4.504 -0.962 0.114
H 1.070 -5.672 -1.217 0.130
H 3.196 -4.433 -1.069 0.129
H 3.191 -1.987 -0.694 0.112
H 1.054 -0.793 -0.453 0.038
H -0.367 -1.570 -3.078 0.113
H -0.925 -0.364 -5.150 0.125
H -2.857 1.169 -5.216 0.127
H -4.262 1.491 -3.209 0.124
H -3.723 0.307 -1.125 0.108
C 2.925 0.871 0.657 -0.381
Te 1.131 1.989 0.489 1.464
C 1.321 1.789 -1.618 -0.369
C 2.755 1.352 -1.814 -0.290
C 3.314 1.378 -3.091 -0.014
C 4.619 0.962 -3.285 -0.032
C 5.380 0.522 -2.206 -0.034
C 4.833 0.503 -0.935 -0.028
C 3.516 0.915 -0.735 -0.305
H 2.701 -0.143 0.980 0.021
H 3.549 1.358 1.404 0.078
H 1.102 2.758 -2.062 0.078
H 0.595 1.060 -1.981 0.041
H 2.730 1.736 -3.930 0.128
H 5.052 0.994 -4.276 0.125
H 6.406 0.213 -2.356 0.124
H 5.436 0.180 -0.095 0.128
I -1.592 -2.449 3.052 1.107
C -2.626 -0.596 2.880 -0.730
H -2.759 -0.209 3.888 -0.006
H -3.610 -0.852 2.482 -0.002
```

***

C3H4F3N in the gas phase. Source: the OMol25 dataset; level of theory: ωB97M-V with the def2-TZVPD basis set.

Total charge = 0
E = -471.02979 Ha
Orbital gap = 11.28 eV
HOMO = -10.498 eV

The geometry in XYZ format:
```
11
Properties=species:S:1:pos:R:3:lowdin_charge:R:1
F 2.656 -0.070 -1.046 0.156
C 2.354 0.092 0.232 -0.617
F 3.123 1.103 0.628 0.134
F 2.748 -0.989 0.961 0.125
C 0.894 0.455 0.457 -0.246
C -0.019 0.683 -0.701 -0.124
N -0.028 -0.545 0.057 0.016
H 0.873 1.059 1.382 0.161
H -0.813 1.421 -0.500 0.111
H 0.188 0.536 -1.763 0.112
H -0.855 -0.601 0.821 0.172
```

***

An isolated ion of composition C6H12ClN2 and charge +1. Source: the OMol25 dataset; level of theory: ωB97M-V with the def2-TZVPD basis set.

Total charge = +1
E = -805.14505 Ha
Orbital gap = 9.01 eV
HOMO = -12.381 eV

The geometry in XYZ format:
```
21
Properties=species:S:1:pos:R:3:lowdin_charge:R:1
C -0.857 1.233 -0.485 -0.219
C -0.563 -0.977 -1.227 -0.150
C 0.642 1.137 -0.431 -0.093
C 0.668 -1.311 -0.272 -0.048
C 1.124 -0.096 1.800 0.007
C -2.598 -0.519 -0.252 -0.451
N -1.446 -0.038 -0.639 -0.328
N 1.251 -0.021 0.320 -0.110
Cl -3.419 0.734 0.545 0.678
H -1.333 1.778 0.405 0.097
H -1.171 1.890 -1.410 0.188
H -0.177 -0.488 -2.147 0.128
H -1.134 -2.044 -1.516 0.206
H 0.888 1.147 -1.484 0.130
H 1.099 2.004 0.180 0.173
H 0.320 -1.802 0.588 0.093
H 1.364 -2.021 -0.769 0.153
H 1.440 0.829 2.369 0.134
H 1.603 -1.010 2.191 0.122
H 0.072 -0.241 2.101 0.115
H 2.226 -0.185 0.134 0.175
```

***

C33H30ClN5O9Y as an isolated structure. Source: the OMol25 dataset; level of theory: ωB97M-V with the def2-TZVPD basis set.

Total charge = +1
E = -2724.95236 Ha
Orbital gap = 6.30 eV
HOMO = -9.873 eV

The geometry in XYZ format:
```
79
Properties=species:S:1:pos:R:3:lowdin_charge:R:1
Y 0.306 0.504 -0.001 1.622
C 2.533 -1.969 -1.512 -0.061
O 1.404 -1.131 -1.739 -0.315
C 0.758 -1.428 -2.974 -0.151
C -0.086 -0.223 -3.415 -0.123
O -0.717 0.413 -2.303 -0.242
C -2.133 0.548 -2.360 -0.140
C -2.843 -0.585 -1.619 -0.172
O -2.361 -0.624 -0.283 -0.254
C -3.142 -1.488 0.551 -0.051
H 3.260 -1.877 -2.323 0.106
H 2.229 -3.014 -1.421 0.102
H 2.994 -1.635 -0.584 0.098
H 0.135 -2.322 -2.855 0.111
H 1.503 -1.629 -3.751 0.144
H -0.821 -0.554 -4.154 0.142
H 0.568 0.523 -3.885 0.132
H -2.485 0.584 -3.396 0.143
H -2.366 1.498 -1.865 0.138
H -2.655 -1.548 -2.114 0.123
H -3.920 -0.377 -1.624 0.145
H -4.040 -1.825 0.032 0.104
H -3.440 -0.933 1.442 0.084
H -2.558 -2.365 0.843 0.088
O -0.299 7.704 0.018 0.013
C -0.932 7.020 0.798 -0.699
O -1.659 7.200 1.754 0.011
C -0.750 5.430 0.485 -0.030
C 0.108 4.998 -0.510 0.075
C 0.257 3.629 -0.730 -0.178
N -0.399 2.719 0.013 0.033
C -1.185 3.140 1.022 -0.179
C -1.390 4.495 1.279 0.074
C -1.738 2.109 1.921 -0.175
C -2.759 2.402 2.828 0.030
C -3.123 1.459 3.770 -0.011
C -2.457 0.242 3.782 -0.030
C -1.497 0.005 2.812 -0.136
N -1.149 0.896 1.884 0.023
C 1.227 3.127 -1.722 -0.186
C 1.692 3.949 -2.752 0.025
C 2.727 3.513 -3.561 -0.016
C 3.282 2.270 -3.300 -0.027
C 2.739 1.501 -2.286 -0.112
N 1.714 1.888 -1.527 0.042
H 0.653 5.751 -1.056 0.122
H -1.995 4.871 2.090 0.120
H -3.253 3.359 2.800 0.124
H -3.898 1.669 4.490 0.125
H -2.680 -0.512 4.520 0.119
H -0.981 -0.946 2.783 0.109
H 1.250 4.915 -2.924 0.123
H 3.105 4.141 -4.353 0.123
H 4.117 1.904 -3.876 0.115
H 3.167 0.534 -2.060 0.106
O 3.531 -1.073 4.775 0.153
C 3.418 -2.176 4.081 -0.510
O 4.090 -3.152 4.278 0.084
C 2.376 -2.204 2.992 -0.038
C 1.887 -3.379 2.423 -0.521
Cl 2.362 -4.923 2.923 0.907
N 1.017 -3.043 1.427 -0.026
N 0.961 -1.687 1.313 0.063
C 1.768 -1.182 2.250 -0.136
C 1.966 0.314 2.369 -0.547
O 2.237 0.786 3.463 0.113
O 1.839 0.949 1.276 -0.128
C 0.259 -3.880 0.571 -0.169
C 0.219 -5.264 0.724 -0.025
C -0.486 -6.048 -0.171 -0.046
C -1.172 -5.470 -1.223 -0.058
C -1.167 -4.093 -1.359 -0.075
C -0.464 -3.297 -0.470 -0.066
H 2.993 -0.300 4.443 0.081
H 0.734 -5.737 1.535 0.038
H -0.490 -7.118 -0.040 0.119
H -1.710 -6.084 -1.925 0.114
H -1.718 -3.642 -2.173 0.100
H -0.466 -2.218 -0.569 0.069
```

***

In order of appearance, ΔE to the lowest compared entry with this formula, charge and spin = 272.03, 739.30, 406.36, 304.14, 24.91, 59.84, 348.92, 123.80 kJ/mol.